75
Properties=species:S:1:pos:R:3:forces:R:3 method="wB97M-V/def2-TZVPD" homo_ha=-0.31701 e_tot_ha=-4409.96301 smiles="C#CCc1c(S)c(N=C=S)c2c(c1COC)N(P(=O)(O)O)c1c(c(CCCC(F)(F)C(F)(F)F)c(P(=O)(O)O)c(N=C(C)C)c1C(F)(F)F)S2" orbital_gap_ev=6.89 fmax_ev_per_a=9.81
C 6.426 0.012 3.725 -1.6 -7.8 -5.7
C 6.235 -1.178 2.959 1.3 8.8 3.8
C 6.041 -2.170 1.644 -0.9 0.7 0.3
C 4.425 -2.222 1.218 -2.1 -0.8 -0.2
C 3.585 -3.512 1.818 -3.4 2.3 -2.7
S 4.306 -4.867 2.907 -0.7 0.9 -0.6
C 2.005 -3.640 1.402 1.3 3.5 -1.7
N 1.106 -4.787 1.853 -3.4 3.6 5.3
C 0.278 -4.403 2.884 3.8 1.6 -1.6
S -0.380 -3.587 4.266 1.7 -3.1 -4.6
C 1.335 -2.515 0.416 2.9 1.2 0.4
C 2.150 -1.193 -0.205 2.8 -3.4 3.3
C 3.760 -1.056 0.228 -2.5 -2.4 1.3
C 4.577 0.232 -0.376 -0.8 -0.2 -0.4
O 5.549 0.842 0.545 -1.2 1.0 -2.0
C 5.555 2.312 0.243 -0.1 0.4 0.1
N 1.491 -0.200 -1.135 -0.6 -2.4 0.9
P 1.434 -0.763 -2.827 -4.9 1.4 -3.9
O -0.050 -0.518 -3.375 5.5 -1.0 1.9
O 1.881 -2.431 -3.065 0.0 3.5 -0.9
O 2.497 0.319 -3.737 -2.1 -2.5 1.1
C 0.146 0.279 -0.638 -4.3 1.7 0.9
C -1.021 -0.785 -0.094 0.3 3.2 -0.1
C -2.515 -0.349 0.420 2.1 2.1 -0.8
C -3.534 -1.547 0.952 1.1 -0.1 0.5
C -4.249 -2.397 -0.255 -0.5 -1.3 -0.6
C -3.930 -1.828 -1.772 0.2 -1.1 0.1
C -4.664 -2.763 -2.949 -0.5 -1.2 1.7
F -4.446 -4.222 -2.631 -0.7 4.1 -0.9
F -6.147 -2.581 -2.960 4.6 -0.5 -0.3
C -3.971 -2.546 -4.444 -0.1 0.1 -2.4
F -2.972 -1.440 -4.471 -3.5 -4.1 0.1
F -5.059 -2.202 -5.399 3.9 -1.1 2.9
F -3.304 -3.817 -4.916 -2.2 4.7 1.5
C -2.926 1.251 0.381 3.9 -2.2 -0.8
P -4.690 1.884 0.913 -3.2 4.8 -3.8
O -5.219 3.059 -0.056 2.5 -4.9 3.8
O -5.918 0.608 0.760 2.6 1.9 3.4
O -4.703 2.571 2.527 1.6 -2.7 -2.1
C -1.786 2.363 -0.131 -0.9 -2.3 0.8
N -2.246 3.816 -0.088 4.5 -1.0 3.4
C -1.743 4.480 1.002 -0.8 -0.3 -1.7
C -1.336 3.834 2.451 0.8 1.2 0.4
C -1.571 6.136 0.857 -0.9 -0.9 0.6
C -0.265 1.898 -0.651 -2.3 -2.0 0.7
C 0.711 3.108 -1.165 0.8 0.8 -0.2
F 0.016 4.107 -2.062 2.5 -3.3 3.3
F 1.919 2.681 -1.905 -4.0 1.4 2.5
F 1.212 3.809 0.074 -1.4 -1.6 -4.0
S -0.493 -2.621 -0.133 1.4 2.2 0.8
H 6.468 1.053 4.308 -0.1 -3.2 -1.4
H 6.598 -1.787 0.681 -0.9 -0.3 2.3
H 6.466 -3.237 1.880 -1.1 2.1 -0.3
H 3.265 -5.751 3.327 0.7 1.7 -1.1
H 3.795 1.072 -0.657 1.2 -2.0 0.5
H 5.084 -0.115 -1.389 -0.8 0.7 2.0
H 4.667 2.785 0.861 1.8 -0.7 -1.3
H 5.402 2.537 -0.906 0.3 -0.6 2.3
H 6.583 2.787 0.552 -2.1 -1.2 -0.4
H 1.880 -2.543 -4.080 -0.1 0.3 2.1
H 1.991 0.504 -4.585 0.5 -0.3 1.5
H -4.297 -1.161 1.786 1.7 -0.6 -2.2
H -2.835 -2.322 1.532 -1.4 1.8 -1.3
H -5.420 -2.540 -0.080 2.6 0.7 -0.4
H -3.808 -3.506 -0.233 -0.9 2.5 0.0
H -2.764 -2.006 -1.940 -2.5 0.7 0.1
H -4.216 -0.699 -1.879 0.5 -2.3 -0.1
H -6.194 0.431 1.727 0.4 0.2 -2.1
H -3.865 2.277 2.991 -1.3 0.4 -0.6
H -0.723 2.838 2.403 -1.5 1.8 -0.1
H -0.618 4.630 2.978 -1.6 -1.8 -1.2
H -2.275 3.755 3.184 1.9 0.1 -1.9
H -1.422 6.409 -0.271 -0.3 -0.6 2.3
H -0.680 6.526 1.546 -2.0 -1.0 -1.6
H -2.583 6.602 1.258 2.1 -0.8 -0.9

49
Properties=species:S:1:pos:R:3:forces:R:3 method="wB97M-V/def2-TZVPD" homo_ha=-0.23794 e_tot_ha=-1278.59862 relative_energy_kcal_mol=73.8 charge=-1 orbital_gap_ev=9.04 fmax_ev_per_a=4.05
O -1.497 1.885 0.085 -0.4 -0.1 -0.8
C -1.180 0.812 0.758 0.0 0.0 1.3
O -2.320 0.192 1.441 0.0 -0.2 -0.7
C -0.411 -0.413 -0.019 -1.5 3.6 -1.0
C -1.148 -0.382 -1.382 0.0 -0.9 -1.9
C -0.613 -1.448 -2.429 -0.5 0.2 1.8
O 0.786 -1.518 -2.416 1.1 -0.1 -0.8
N 1.001 -0.019 -0.176 0.7 1.2 1.3
H -2.245 0.448 2.359 0.1 0.0 0.2
H -0.622 -1.345 0.476 0.5 -0.3 0.4
H -2.169 -0.719 -1.235 -0.1 0.2 0.3
H -1.288 0.641 -1.902 0.8 -1.6 1.2
H -1.024 -1.252 -3.403 -0.1 0.4 -0.6
H -0.978 -2.483 -2.176 0.5 0.9 0.1
H 1.232 -0.673 -2.626 -0.8 -0.5 0.0
H 1.048 0.596 -0.984 0.0 -0.2 -0.1
H 2.451 2.607 -2.572 0.4 0.1 -0.3
H 1.028 2.543 -2.265 0.0 0.1 -0.4
O 1.629 2.403 -3.030 -0.2 -0.2 0.7
H 3.409 -0.605 0.843 -0.3 -0.5 -0.1
H 1.245 0.677 0.595 -0.5 -1.3 -0.9
O 3.572 -1.245 1.544 0.7 0.5 1.3
H 3.350 1.751 -0.356 -0.2 -0.2 -0.2
H 2.207 2.755 0.044 -0.1 -0.4 -0.3
O 3.146 2.520 0.174 0.5 0.4 0.4
H -3.946 0.815 0.336 0.7 -0.5 0.2
H -3.836 -0.494 -0.552 0.2 -0.1 0.7
O -4.189 0.387 -0.484 -1.5 0.6 -1.2
H 2.296 -1.001 2.595 -1.4 0.3 1.6
H 0.905 -0.311 2.902 -0.1 0.0 0.1
O 1.460 -1.042 3.221 1.9 0.6 -1.5
H -1.151 2.951 -2.749 -0.8 0.1 -0.4
H -2.024 2.516 -1.636 -0.7 0.1 -0.7
O -2.108 2.821 -2.582 1.4 -0.2 1.1
H 0.773 -2.248 2.458 -1.2 -0.7 0.4
H -0.038 -3.344 3.227 0.0 0.0 0.2
O 0.029 -2.935 2.364 0.9 0.2 -0.6
H -0.344 2.619 -0.291 0.2 -0.2 0.3
H 0.534 3.983 -0.267 -0.1 0.2 -0.1
O 0.588 3.066 -0.539 -0.2 0.1 -0.1
H 1.841 -1.706 -0.314 -0.3 -1.8 0.4
H 1.158 -3.050 0.256 0.6 0.5 -0.4
O 2.014 -2.681 -0.047 -0.6 0.8 0.1
H 3.045 -2.046 1.415 0.0 -0.1 -1.3
H -0.557 2.108 2.222 -0.4 0.0 -0.8
O -0.343 1.243 1.852 1.6 -1.4 1.1
H -1.549 -3.376 1.645 -0.3 -0.8 0.2
H -2.646 -2.524 1.868 -0.8 -0.1 0.1
O -2.523 -3.480 1.753 0.8 1.0 -0.3

7
Properties=species:S:1:pos:R:3:forces:R:3 method="wB97M-V/def2-TZVPD" homo_ha="-0.63877 / -0.63910" e_tot_ha=-768.67334 relative_energy_kcal_mol=99.5 spin_multiplicity=3 charge=+2 s_squared=2.167 orbital_gap_ev="5.45 / 6.82" fmax_ev_per_a=2.41
O 0.041 -0.586 -0.489 2.4 0.2 -0.3
C -1.050 -0.466 -0.059 -1.9 0.2 0.8
C -2.253 -0.383 0.460 -0.1 0.2 -0.3
H -2.607 -1.155 1.144 0.1 0.1 -0.1
F -3.081 0.608 0.131 0.5 -0.4 0.1
Pr 2.648 -0.043 -0.326 -0.6 -0.1 0.0
H 4.040 0.850 0.732 -0.3 -0.2 -0.2

107
Properties=species:S:1:pos:R:3:forces:R:3 method="wB97M-V/def2-TZVPD" homo_ha=-0.33486 e_tot_ha=-3517.65978 smiles="OCCC[C@H]1[C@@H](P(O)I)[C@@](F)(c2ccncc2)O[C@@]1(O)CCO.NC(N)=O.NC(N)=O.NC(N)=O.NC(N)=O.NC(N)=O.NC(N)=O.NC(N)=O.NC(N)=O" orbital_gap_ev=8.64 fmax_ev_per_a=3.96
O 4.831 -0.666 -0.723 -0.5 -0.1 0.5
C 3.690 -1.505 -1.035 -0.4 0.1 -0.3
C 2.728 -0.719 -2.021 -0.1 0.0 1.2
C 1.641 0.047 -1.142 0.0 -0.4 -0.3
C 0.565 0.704 -2.086 1.8 0.8 -1.4
C -0.801 -0.034 -2.381 0.1 0.1 -2.3
P -1.317 -1.549 -1.385 -1.6 0.2 1.0
O -2.656 -2.151 -2.253 2.1 0.3 -0.3
I 0.345 -3.362 -1.592 -0.1 0.2 -0.5
C -1.870 1.130 -2.335 -0.4 1.0 2.9
F -2.299 1.526 -3.624 0.8 -0.5 0.4
C -3.166 0.969 -1.489 -3.6 -1.0 1.4
C -4.423 0.377 -2.013 1.5 1.2 2.0
C -5.540 0.348 -1.097 0.0 -0.4 -1.6
N -5.634 0.784 0.181 1.6 0.0 -0.5
C -4.492 1.302 0.707 0.8 -0.2 -1.9
C -3.291 1.402 -0.098 0.7 -0.1 -0.7
O -1.215 2.183 -1.658 -0.3 -0.9 -0.5
C 0.229 2.259 -1.917 -2.9 -0.6 0.5
O 0.242 3.014 -3.136 1.5 -1.0 0.9
C 0.728 3.007 -0.633 0.2 1.2 -0.4
C 1.891 4.055 -0.874 0.1 -0.6 1.4
O 2.796 3.727 -1.929 -0.3 0.2 0.0
H 4.807 -0.476 0.230 0.1 0.0 -0.6
H 4.078 -2.458 -1.472 -0.4 0.7 0.2
H 3.161 -1.749 -0.068 0.3 0.1 -1.1
H 2.265 -1.386 -2.788 0.3 0.5 0.8
H 3.333 0.058 -2.556 -0.4 -0.7 0.4
H 1.154 -0.640 -0.394 0.5 0.6 -0.7
H 2.230 0.785 -0.534 -0.8 -0.4 -0.6
H 1.120 0.729 -3.075 -0.6 -0.2 0.8
H -0.792 -0.339 -3.471 0.1 0.1 1.0
H -2.353 -2.476 -3.129 -0.4 0.2 0.4
H -4.474 -0.016 -3.056 -0.2 0.4 1.2
H -6.487 -0.082 -1.523 0.9 0.4 0.5
H -4.466 1.688 1.752 -0.1 -0.5 -1.1
H -2.389 1.849 0.384 -1.0 -0.4 -0.4
H 0.027 2.368 -3.831 0.0 0.5 0.1
H -0.156 3.600 -0.262 0.8 -0.7 -0.4
H 1.004 2.325 0.210 -0.3 0.3 -1.1
H 1.459 5.087 -0.972 0.6 -1.0 -0.6
H 2.507 4.087 0.075 -0.7 0.1 -0.7
H 2.872 2.768 -2.047 -0.2 0.4 0.2
C -2.206 -6.622 -2.628 0.0 0.1 -0.1
O -1.785 -6.406 -3.752 0.0 0.0 0.0
N -2.723 -5.641 -1.840 -0.1 0.3 0.1
N -2.196 -7.864 -2.067 0.1 -0.4 0.0
H -3.076 -5.795 -0.914 0.0 0.0 0.0
H -2.747 -4.712 -2.222 0.0 -0.1 0.1
H -1.821 -8.614 -2.620 0.0 0.1 0.0
H -2.537 -8.063 -1.145 0.0 0.0 0.0
C 8.373 -2.379 0.451 0.1 0.4 0.0
O 8.660 -2.958 1.490 0.1 0.2 0.1
N 7.087 -2.151 0.072 0.0 -0.1 0.2
N 9.313 -1.914 -0.414 0.4 0.0 0.0
H 6.826 -1.679 -0.774 -0.1 0.0 0.1
H 6.364 -2.482 0.686 0.0 0.1 -0.1
H 10.276 -2.064 -0.168 -0.1 0.0 0.0
H 9.097 -1.437 -1.269 0.0 0.0 0.0
C -1.786 1.762 3.665 0.2 0.0 0.3
O -2.494 2.173 2.751 0.1 0.0 0.0
N -1.008 2.582 4.415 0.2 0.5 -0.1
N -1.721 0.446 4.005 -0.3 -0.5 -0.1
H -0.426 2.255 5.165 -0.1 -0.3 -0.1
H -1.025 3.579 4.197 -0.1 -0.5 0.2
H -2.283 -0.194 3.472 0.0 0.1 0.1
H -1.147 0.090 4.750 0.2 0.1 -0.1
C 1.975 -0.019 4.942 0.0 0.0 0.0
O 0.904 -0.286 5.464 -0.1 0.1 0.0
N 2.514 -0.778 3.950 -0.1 -0.3 -0.3
N 2.721 1.059 5.309 0.0 0.3 0.2
H 3.392 -0.577 3.509 0.0 0.0 0.1
H 1.991 -1.583 3.654 0.0 0.1 0.0
H 2.354 1.643 6.040 0.1 -0.1 -0.1
H 3.602 1.296 4.893 0.0 0.0 0.0
C -3.780 4.966 -6.273 -0.1 0.0 -0.2
O -4.469 5.376 -7.191 0.0 0.0 0.0
N -3.007 5.789 -5.510 0.2 0.4 0.1
N -3.723 3.650 -5.929 0.0 -0.4 0.0
H -2.434 5.471 -4.751 0.0 0.0 0.0
H -3.023 6.768 -5.733 0.0 -0.1 0.0
H -4.279 3.011 -6.468 0.0 0.1 0.1
H -3.162 3.293 -5.177 -0.1 0.0 0.0
C -8.154 -2.580 1.954 0.0 -0.1 0.2
O -8.671 -3.459 2.625 0.0 0.0 -0.1
N -8.381 -2.449 0.616 -0.2 -0.1 -0.5
N -7.309 -1.654 2.479 0.3 0.2 0.3
H -7.966 -1.733 0.048 0.0 0.0 0.1
H -9.001 -3.114 0.189 0.1 0.1 0.1
H -7.116 -1.716 3.463 0.0 0.0 -0.1
H -6.875 -0.924 1.941 0.0 0.0 -0.1
C 6.643 -6.120 0.091 0.1 0.2 0.1
O 5.949 -5.698 -0.823 -0.1 0.0 0.0
N 7.434 -5.312 0.843 -0.3 -0.1 -0.2
N 6.679 -7.441 0.432 -0.2 -0.5 -0.1
H 8.010 -5.636 1.597 0.0 0.1 0.0
H 7.433 -4.333 0.619 0.1 -0.4 0.2
H 6.106 -8.068 -0.103 0.1 0.1 0.1
H 7.240 -7.809 1.177 0.0 0.1 0.0
C -1.329 6.339 4.518 0.0 0.1 0.1
O -1.372 5.229 4.009 0.1 0.6 -0.1
N -1.520 6.541 5.850 0.0 -0.2 0.3
N -1.088 7.464 3.796 0.1 0.1 -0.4
H -1.490 7.443 6.287 0.0 0.0 -0.1
H -1.702 5.730 6.415 0.0 0.1 0.0
H -0.943 7.352 2.808 0.0 0.0 0.1
H -1.050 8.384 4.192 0.0 -0.1 0.0